The following is a DFT calculation (the ωB97M-V functional and the def2-TZVPD basis) of a molecular structure, C43H52GaN2O5SSiTe.

DFT total energy (Eh): -5035.878064
Multiplicity: 2
Energy above the lowest of the compared OMol25 structures with the same formula, charge and spin (kcal/mol): 11.7
<S²>: 0.756
HOMO energy (alpha / beta) (eV): -7.24 / -7.28

Cartesian coordinates (Å):
Ga 0.3703 1.2267 -0.9804
C -0.2379 2.8486 -4.3092
O -0.3266 3.1173 -2.9229
C -0.4039 4.4911 -2.6310
C -0.0750 4.6607 -1.1883
O 1.2404 4.2338 -0.9606
C 1.5362 4.2615 0.4126
C 2.9268 3.7772 0.6486
O 3.0204 2.4328 0.2375
C 4.3371 1.9465 0.1883
H -1.1222 3.2114 -4.8471
H 0.6507 3.3189 -4.7401
H -0.1674 1.7683 -4.4332
H 0.3006 5.0533 -3.2522
H -1.4175 4.8665 -2.8148
H -0.2074 5.7186 -0.9220
H -0.7686 4.0707 -0.5761
H 1.4583 5.2899 0.7942
H 0.8255 3.6384 0.9692
H 3.6400 4.4179 0.1133
H 3.1342 3.8612 1.7252
H 4.7554 1.8071 1.1945
H 4.3092 0.9819 -0.3187
H 4.9849 2.6278 -0.3720
C 3.1235 -1.3143 7.9937
C 2.6686 -1.0657 6.5796
C 3.5141 -1.2841 5.5051
C 3.1058 -1.0685 4.1909
C 4.1010 -1.3246 3.0842
C 1.7980 -0.6169 3.9558
Te 1.2758 -0.2593 1.8935
N 1.1907 -1.0449 -0.6544
C 2.4955 -1.3855 -0.8493
O 3.2803 -1.3928 0.1064
C 3.0687 -1.6974 -2.2005
C 3.9931 -2.7325 -2.3021
C 4.5800 -3.0230 -3.5242
C 4.2671 -2.2603 -4.6442
C 3.3654 -1.2095 -4.5381
C 2.7600 -0.9377 -3.3211
C -0.6008 -1.1989 2.0114
C -1.7770 -0.4508 1.9890
C -1.8400 1.0602 1.9116
C -2.9829 -1.1443 2.0728
C -3.0346 -2.5265 2.1412
C -4.3523 -3.2539 2.1683
C -1.8375 -3.2373 2.1494
C -0.6107 -2.6012 2.0796
C 0.6511 -3.4261 2.0494
C 0.9273 -0.3572 5.0289
C -0.4682 0.2020 4.8792
C 1.3875 -0.5951 6.3191
H 4.1510 -1.6761 8.0210
H 2.4906 -2.0568 8.4837
H 3.0712 -0.3997 8.5877
H 4.5239 -1.6397 5.6841
H 5.0047 -1.7837 3.4823
H 4.3967 -0.3953 2.5881
H 3.7079 -1.9744 2.3081
H 4.2427 -3.3002 -1.4141
H 5.2855 -3.8402 -3.6032
H 4.7267 -2.4833 -5.5995
H 3.1259 -0.6073 -5.4060
H 2.0540 -0.1187 -3.2449
H -0.8749 1.5422 2.0610
H -2.5240 1.4505 2.6668
H -2.2183 1.3818 0.9381
H -3.9084 -0.5744 2.0818
H -5.1904 -2.5575 2.1924
H -4.4286 -3.9097 3.0380
H -4.4574 -3.8769 1.2775
H -1.8608 -4.3232 2.1822
H 0.4115 -4.4878 2.0355
H 1.2775 -3.2298 2.9235
H 1.2431 -3.2109 1.1552
H -0.5014 1.0200 4.1568
H -0.8158 0.5927 5.8356
H -1.1773 -0.5568 4.5461
H 0.7170 -0.3937 7.1506
O -0.7147 -2.7073 -1.1074
S -0.0029 -1.5938 -1.7711
N -0.9361 -0.2276 -1.6298
C -5.0707 3.4186 -1.4149
C -5.3633 2.2908 -0.6613
C -4.6316 1.1230 -0.8506
C -3.5882 1.0542 -1.7830
C -3.3211 2.2027 -2.5382
C -4.0517 3.3710 -2.3606
Si -2.6251 -0.5437 -1.9648
C -2.8261 -1.3044 -3.6607
C -3.2479 -2.6322 -3.7716
C -3.3744 -3.2477 -5.0117
C -3.0798 -2.5408 -6.1680
C -2.6553 -1.2188 -6.0827
C -2.5277 -0.6116 -4.8409
H -5.6412 4.3288 -1.2748
H -6.1637 2.3176 0.0691
H -4.8792 0.2424 -0.2634
H -2.5292 2.1868 -3.2731
H -3.8344 4.2445 -2.9655
H -3.3016 -1.4741 -1.0331
H -3.4574 -3.2001 -2.8703
H -3.6899 -4.2823 -5.0735
H -3.1726 -3.0201 -7.1353
H -2.4177 -0.6664 -6.9841
H -2.1823 0.4176 -4.7968

Löwdin atomic charge list, values in e, 6 entries: number 1, Ga, carries 0.743; number 2, C, carries -0.098; number 3, O, carries -0.306; number 4, C, carries -0.206; number 5, C, carries -0.236; number 6, O, carries -0.171